# 1
A structure of composition C11H26N4O7SV in a non-equilibrium geometry, computed with ωB97M-V/def2-TZVPD.

Structure (XYZ):
```
50
Properties=species:S:1:pos:R:3:forces:R:3
V 0.89055 -0.81132 -0.81761 0.220 0.965 -0.246
S -2.76001 1.37501 0.34755 -0.527 -0.018 -0.190
O 1.43738 -1.73804 -2.47636 -0.490 0.263 -1.844
O 1.00076 1.30564 1.57742 0.676 -1.327 0.254
O -1.87546 0.52459 -0.50075 0.454 -0.320 0.086
O 3.23425 -1.63404 3.53093 -1.110 0.362 -0.638
O -1.46314 -1.68491 -2.34727 1.246 -0.991 2.573
O -0.31959 0.45061 -3.19890 0.425 -0.711 0.743
O 0.61744 -1.00395 2.29893 -0.633 -1.297 -1.749
N 0.44544 0.67733 -2.10054 -0.133 2.734 0.053
N -0.80747 -1.79045 -1.23421 -1.146 0.302 -1.203
N 0.27187 -1.45681 1.10714 -1.162 0.304 1.106
N 1.16705 1.04454 0.25823 -1.019 3.008 -1.329
C 0.89834 1.91698 -1.85930 -1.261 -2.995 -2.321
C -0.69468 -2.39785 1.05294 0.725 0.256 -0.290
C -1.21069 -2.64387 -0.26041 -0.494 0.252 -0.554
C 0.86601 2.96670 -2.90040 -0.042 0.289 -0.265
C -1.16838 -3.05989 2.29932 -0.150 -0.453 -0.183
C -2.22089 -3.65415 -0.63866 -0.130 -0.403 0.418
C -2.08926 3.04126 0.26936 0.087 0.127 0.456
C 1.27859 2.14570 -0.49929 0.506 -2.484 2.297
C 1.64820 3.48558 0.02831 -0.013 0.062 -0.019
C -2.39255 0.99412 2.06417 0.250 0.223 0.160
C 2.55548 -1.57782 -0.73895 3.122 -1.069 0.537
H -1.80791 3.23837 -0.77105 -0.217 -0.125 0.193
H -0.79958 -0.46433 -2.96301 0.788 1.305 -0.625
H 0.60381 2.54515 -3.87272 -0.073 0.039 0.242
H 3.33790 -1.99266 -1.39192 -0.505 0.136 0.434
H 2.35984 -1.34332 3.15638 1.306 -0.361 0.537
H -1.84051 -4.21022 -1.50649 -0.229 0.178 0.121
H -0.29685 -3.37408 2.89819 -0.432 0.303 -0.076
H 2.23019 -2.38131 -0.00721 0.562 1.047 -0.167
H -3.03877 1.62873 2.68562 0.190 -0.213 -0.065
H -2.36659 -4.35283 0.18895 -0.218 0.089 -0.319
H -1.74380 -3.95331 2.02495 0.110 0.315 0.327
H -1.81568 -2.37699 2.88114 0.432 -0.315 -0.148
H -3.17101 -3.17001 -0.91632 0.313 -0.200 0.061
H 2.05724 3.39240 1.03934 -0.234 0.095 -0.240
H 0.15968 3.76642 -2.65096 0.086 -0.074 -0.050
H 2.40676 3.92605 -0.63145 -0.170 -0.047 0.129
H -1.21736 3.12479 0.93093 -0.179 0.050 -0.184
H -2.89100 3.72077 0.58418 0.306 -0.018 -0.074
H 2.92099 -0.55038 -0.40849 -0.284 -0.760 0.608
H 3.89858 -1.08202 3.10110 -0.129 -0.042 0.106
H -2.62634 -0.06537 2.23528 -0.043 0.354 -0.117
H 0.85950 0.31108 1.97021 0.498 1.392 -0.031
H 2.16137 -1.57669 -3.13989 -1.095 -0.143 1.341
H 1.85918 3.41297 -2.98769 -0.041 0.095 0.056
H -1.32961 1.19011 2.26851 -0.376 -0.059 -0.036
H 0.78071 4.16173 0.02078 0.235 -0.120 0.126
```
Forces are in eV/Å.

Summary:
Multiplicity ... 3
<S²> ... 2.216
Gap between HOMO and LUMO (alpha / beta) ... 7.0 / 5.8 eV
Relative energy (zero: lowest compared OMol25 entry of this formula, charge and spin) ... 40.3 kJ/mol
Total charge ... +1
LUMO (alpha / beta) ... -0.1776 / -0.2153 Eh

# 2
A structure of composition C11H26N6O7V in a non-equilibrium geometry, computed with ωB97M-V/def2-TZVPD.

Structure (XYZ):
```
51
Properties=species:S:1:pos:R:3:forces:R:3
V 0.27569 -0.49696 0.66745 0.757 2.020 -2.776
O 1.03727 -2.38154 5.24278 -0.019 0.899 0.079
O -0.47935 1.20405 -1.16150 0.126 -0.587 -0.172
O 1.80048 -1.63175 -1.72362 -0.590 0.817 1.643
O 2.54903 -4.54269 -0.76104 -0.462 1.033 1.693
O 1.11327 1.94677 1.92800 -1.126 -0.176 0.363
O -1.31998 1.30501 2.40331 0.310 -1.580 -1.692
O -1.17809 -1.91187 -1.58910 0.353 0.740 1.483
N 0.14396 0.39537 -3.25618 0.173 -0.428 1.005
N 1.75783 -0.78666 -0.74541 3.283 0.240 -2.271
N 1.39281 1.03724 0.95257 1.468 0.043 -0.627
N -1.20768 -1.31889 -0.46608 -2.052 -1.351 -1.550
N -1.29444 0.37629 1.48032 -1.596 0.915 1.229
N -1.59781 1.86104 -3.05688 0.636 -0.656 0.351
C -3.62565 0.28434 1.92038 -1.045 -0.311 0.022
C 0.32517 -1.24481 2.26857 1.558 -3.620 1.496
C -2.46650 -0.25569 1.18807 0.635 1.261 0.120
C 2.77722 0.15982 -0.72048 -0.881 -0.439 -0.106
C -3.73781 -1.58938 -0.57616 0.215 -0.293 0.158
C 3.34290 2.39689 0.39275 0.656 0.408 0.200
C -2.45447 2.80734 -2.39359 -0.335 0.443 0.155
C 3.96444 0.32024 -1.65326 -0.007 -0.490 -0.231
C -2.45881 -1.13908 0.08410 0.052 0.848 0.019
C -0.63155 1.13520 -2.39988 -0.400 0.333 -1.074
C 2.53688 1.16094 0.23249 -2.433 1.175 1.859
H -3.48936 2.67699 -2.72365 0.115 -0.019 0.093
H -0.25131 0.18758 -4.16395 0.219 -0.033 0.206
H 4.93569 0.42741 -1.10972 -0.901 -0.143 -0.195
H 3.31377 3.01201 -0.51812 -0.079 -0.313 0.065
H 1.45285 -1.33722 2.00757 -0.319 0.626 0.544
H -3.53560 -2.45008 -1.22844 -0.146 0.305 0.242
H 1.95983 -4.79092 -0.02004 0.241 -0.581 -0.743
H -1.60364 1.83424 -4.07242 0.049 0.064 0.498
H 3.89815 1.19560 -2.34482 -0.290 -0.567 0.634
H -2.15786 3.83806 -2.61998 -0.027 -0.133 0.130
H -4.49511 -1.85137 0.19024 0.488 0.107 -0.503
H 3.02628 3.04154 1.22541 -0.053 -0.541 -0.309
H 0.49740 -1.64811 5.59452 0.304 -0.563 0.025
H 0.14073 -1.40662 3.34178 0.108 0.321 -0.617
H 0.10833 -2.22263 1.67718 -0.566 0.476 0.576
H 1.94701 -2.09163 5.42421 -0.320 -0.254 -0.023
H -3.72074 1.36158 1.71580 0.102 -0.296 0.112
H -4.54722 -0.20829 1.60232 0.100 0.104 0.203
H -4.15336 -0.76939 -1.19962 0.310 -0.379 0.327
H 4.39276 2.12690 0.54591 -0.069 0.071 -0.038
H -2.39877 2.65345 -1.31160 0.032 0.012 -0.277
H 4.01766 -0.57530 -2.27211 0.122 0.057 -0.034
H 2.77594 -3.65359 -0.40772 0.228 -0.545 -0.994
H -3.49527 0.16897 3.00793 -0.025 0.061 -0.384
H 0.71391 -0.35368 -2.83383 -0.447 0.432 -0.429
H 0.10312 1.74326 2.23552 1.550 0.486 -0.485
```
Forces are in eV/Å.

Summary:
Multiplicity ... 3
<S²> ... 2.335
Gap between HOMO and LUMO (alpha / beta) ... 6.4 / 5.8 eV
Total charge ... +1
LUMO (alpha / beta) ... -0.1859 / -0.1983 Eh

# 3
A structure of composition C11H27AlI2OP2 in a non-equilibrium geometry, computed with ωB97M-V/def2-TZVPD.

Structure (XYZ):
```
44
Properties=species:S:1:pos:R:3:forces:R:3
I -0.14061 -2.90804 -2.00344 0.149 0.883 0.105
I -0.68655 2.06786 0.19662 -0.926 0.293 -1.032
P 1.95765 -0.05794 -1.19366 2.738 0.452 -1.279
P -2.77276 -0.50967 -1.32573 -1.545 0.083 -0.908
Al -0.41441 -0.36395 -1.07355 -1.767 -2.479 -2.531
O -0.37314 -1.59710 1.72066 -0.101 0.940 -3.863
C 1.61996 1.86359 2.85619 0.190 0.423 0.073
C 0.57107 -0.26515 3.65475 -0.126 -0.268 1.384
C 0.74070 0.29228 0.44387 0.476 7.026 0.384
C 0.55021 0.80594 2.56000 1.007 0.445 4.733
C -3.30010 -1.48722 -2.76727 0.179 0.035 -0.013
C -3.64461 -1.25796 0.09217 0.583 0.000 0.209
C -3.60292 1.08648 -1.59978 0.176 0.050 0.040
C 2.73854 -0.90410 -2.58996 -0.085 -0.208 -0.332
C 2.47245 1.67690 -1.42365 -0.035 -0.115 -0.213
C -0.38481 -1.11686 0.64032 -1.851 -4.101 4.685
C 2.87881 -0.62921 0.28448 0.158 -0.478 0.105
H -2.71371 -1.16559 -3.63399 -0.189 -0.125 0.020
H 2.67859 -1.69062 0.43205 0.165 -0.122 0.009
H -3.05914 1.62736 -2.38169 -0.230 0.004 0.034
H 2.73829 -1.98350 -2.42282 -0.028 0.164 -0.041
H 1.87448 2.10799 -2.23345 0.243 0.058 0.052
H 1.39946 1.22914 0.61939 0.041 -1.691 -1.477
H 2.52681 -0.08255 1.17276 1.130 -0.602 -0.302
H -3.58534 1.68531 -0.68519 -0.159 -0.064 -0.161
H 3.76576 -0.53710 -2.70646 -0.198 -0.005 0.084
H 3.53619 1.70220 -1.68828 -0.249 0.064 0.055
H -4.63767 0.90953 -1.91748 0.245 0.109 0.110
H 3.94325 -0.45606 0.16267 0.227 -0.109 -0.153
H -3.26236 -2.27186 0.25276 -0.102 0.129 0.005
H -3.10975 -2.54933 -2.59185 -0.060 0.201 -0.061
H 1.39212 2.23065 3.89191 0.250 -0.317 -0.870
H -4.72531 -1.30118 -0.09261 0.284 0.091 -0.125
H -4.36745 -1.31763 -2.95127 0.221 -0.030 0.056
H 2.15841 -0.68804 -3.49188 0.160 -0.085 0.025
H 0.55410 0.31067 4.61312 0.365 -0.176 -0.627
H -0.33841 -0.88487 3.77791 0.699 0.380 -0.525
H 1.47690 -0.90344 3.67697 -0.522 0.359 -0.114
H 2.29756 2.25660 -0.51580 0.241 0.155 -0.237
H -0.40244 1.26957 2.60703 -0.768 -0.020 -0.480
H 1.57833 2.76492 2.21797 -0.027 -0.410 0.093
H 0.86568 0.21966 1.55914 -0.297 -0.856 3.125
H -3.45352 -0.66118 0.99058 -0.114 -0.121 -0.072
H 2.65971 1.48354 2.86652 -0.549 0.041 0.028
```
Forces are in eV/Å.

Summary:
Multiplicity ... 1
Gap between HOMO and LUMO (alpha / beta) ... 6.5 / 6.5 eV
Relative energy (zero: lowest compared OMol25 entry of this formula, charge and spin) ... 620.7 kJ/mol
Total charge ... +2
LUMO (alpha / beta) ... -0.3085 / -0.3085 Eh

# 4
A structure of composition C11H27AuClIO2P2 in a non-equilibrium geometry, computed with ωB97M-V/def2-TZVPD.

Structure (XYZ):
```
45
Properties=species:S:1:pos:R:3:forces:R:3
Au -1.30565 2.14503 -1.96246 1.020 -1.798 1.380
I -1.21856 4.01462 -0.16536 0.397 1.674 2.443
Cl -0.29686 3.74647 2.10664 -0.677 0.199 -1.635
P 1.10748 1.21829 -1.34281 2.405 -0.667 -0.048
P -2.08509 0.29633 -0.21397 -1.270 -1.596 1.417
O -1.67070 0.51504 -4.26465 -0.528 2.690 0.629
O 0.96769 -1.34460 1.54717 0.297 -0.557 0.602
C 1.44677 -2.15575 2.34639 -0.005 0.242 -0.395
C -1.93734 -1.53212 -0.20387 0.848 0.151 -0.920
C -1.84395 0.55736 1.58214 0.952 0.728 -0.263
C 2.15205 2.10595 -2.55257 -0.778 0.436 -0.479
C -3.90427 0.41476 -0.36170 0.086 0.665 -0.764
C -2.40749 2.90648 -4.44197 -0.121 0.993 0.431
C 1.85562 -0.44918 -1.49895 -1.182 -0.466 -0.201
C 0.77502 -2.43294 3.66543 0.109 0.153 -0.184
C 2.72189 -2.90059 2.03012 0.006 -0.166 -0.161
C -1.84695 1.63627 -3.87759 0.150 -2.723 -1.694
C 1.91051 1.67780 0.22773 -0.932 0.243 0.703
H 2.93772 -0.32606 -1.60298 -0.155 0.167 0.002
H -3.23352 3.22394 -3.77861 0.293 -0.106 -0.299
H -2.75727 -1.93392 0.39797 0.031 0.199 -0.062
H -2.01021 -1.90671 -1.23099 0.012 -0.170 0.260
H -4.19162 1.47255 -0.29509 -0.219 -0.315 -0.014
H -0.22362 -2.82576 3.46233 -0.008 0.039 0.092
H 1.85809 0.80979 0.91248 -0.023 0.450 -0.316
H -4.19550 0.00814 -1.34220 -0.072 0.198 0.308
H -0.97319 -0.04348 1.90365 -0.342 0.293 -0.142
H 3.58665 -2.22538 2.16646 -0.354 -0.239 -0.054
H 1.45253 -0.94227 -2.39082 0.227 -0.106 0.178
H 0.67778 -1.48775 4.20249 -0.113 -0.053 0.044
H 3.21690 1.96566 -2.31219 -0.426 -0.007 0.045
H 1.89129 3.17294 -2.51995 0.276 -0.197 -0.195
H -4.38894 -0.16790 0.43508 0.283 0.197 -0.198
H -2.76892 2.90239 -5.46194 0.041 -0.595 -0.357
H -2.75740 0.20622 2.07140 0.134 0.138 -0.046
H 1.32937 -3.14421 4.27369 -0.074 0.061 -0.025
H 1.39571 2.53190 0.69876 0.625 -0.323 -0.130
H 2.95706 1.91333 -0.01069 -0.333 0.010 0.109
H 2.85346 -3.77146 2.68695 0.010 0.333 -0.254
H -0.97770 -1.81556 0.24612 -0.206 0.021 -0.213
H -1.64409 1.61814 1.79634 -0.298 -0.521 0.227
H 2.69709 -3.23553 0.98025 0.109 0.198 0.364
H 1.63628 -1.03444 -0.59315 0.003 0.137 -0.346
H 1.94763 1.70049 -3.55558 0.124 0.259 0.245
H -1.62141 3.67905 -4.35128 -0.323 -0.272 -0.085
```
Forces are in eV/Å.

Summary:
Multiplicity ... 3
<S²> ... 2.026
Gap between HOMO and LUMO (alpha / beta) ... 6.3 / 5.5 eV
Relative energy (zero: lowest compared OMol25 entry of this formula, charge and spin) ... 26.2 kJ/mol
Total charge ... +2
LUMO (alpha / beta) ... -0.3308 / -0.3581 Eh

# 5
A structure of composition C11H27ClO3P2Si2 in a non-equilibrium geometry, computed with ωB97M-V/def2-TZVPD.

Structure (XYZ):
```
46
Properties=species:S:1:pos:R:3:forces:R:3
Cl -2.09468 -0.40419 2.71358 0.133 0.133 -1.401
P 2.45654 1.18946 -0.67150 0.840 1.252 0.129
P -2.00473 -2.36418 -0.15200 0.129 -2.201 -0.102
Si 0.77517 -0.28997 -0.50163 1.300 0.222 -0.719
Si -1.93798 -0.28717 0.57988 -1.178 2.253 -0.049
O -0.51237 0.59045 0.23720 -0.724 -2.592 -0.468
O -3.27941 0.53818 -0.10039 1.790 -0.237 1.806
O -3.11528 -3.14469 0.90581 0.542 0.958 -1.001
C 2.14615 -0.23155 4.15741 0.183 -0.577 -0.839
C -2.59348 2.98003 0.00937 -0.976 -0.765 0.601
C 3.59266 0.68487 -2.10918 -0.512 -0.234 -0.609
C 0.20606 -0.01337 -3.37127 0.748 -0.833 1.676
C -3.54043 1.80434 0.53147 -0.829 1.934 -0.264
C 1.43086 -1.55275 2.09265 0.684 -0.358 -0.909
C -2.81381 -2.49285 -1.83711 -1.054 0.165 -0.417
C 1.61896 2.78741 -1.32729 -0.517 -1.057 -0.177
C 0.41289 -0.87612 -2.28164 -0.104 0.322 -1.690
C 1.78654 -0.10151 2.59327 -0.397 -0.701 1.733
C 1.47893 -1.74130 0.51290 0.348 -0.302 0.309
H 1.79337 -1.24884 4.50110 0.118 1.283 -0.010
H 0.95358 0.80974 -3.50130 -1.656 0.185 0.581
H -2.72621 -3.96730 1.22965 0.107 0.271 -0.127
H 0.42674 -1.91956 2.43576 0.868 0.657 0.028
H 2.57144 -1.83491 0.21888 -1.077 0.340 0.095
H 1.70756 0.59651 4.76658 0.452 -0.804 -0.417
H 0.87802 0.55010 2.51084 0.959 -0.376 -0.240
H -0.61453 -0.11827 -4.11933 1.410 -0.629 -0.008
H 1.00562 -2.70906 0.17843 0.359 0.962 0.512
H 3.26677 -0.26219 4.26345 -1.084 0.232 0.067
H -4.58724 2.12865 0.25011 1.011 -0.683 0.167
H -3.14679 3.93650 0.23141 0.801 -0.824 -0.176
H 3.02056 0.25912 -2.98351 0.651 0.531 0.733
H 0.78982 2.44535 -2.00432 0.828 0.878 0.406
H 4.34152 -0.09368 -1.81037 -0.683 0.798 -0.025
H 0.38816 -1.97856 -2.50112 -1.485 0.866 0.518
H -2.16250 -2.15464 -2.68333 -0.231 -0.186 1.040
H -2.52148 2.85985 -1.10007 0.252 0.193 0.940
H -3.55381 1.75063 1.66044 0.279 -0.157 -1.152
H -3.78276 -1.92109 -1.93337 0.945 -0.665 0.239
H -1.60258 2.94794 0.53301 -0.832 0.163 -0.765
H 2.20624 -2.25223 2.52542 -0.863 0.594 -0.373
H 4.13633 1.61992 -2.42328 -0.495 -0.981 0.298
H -3.01615 -3.59079 -2.01166 0.196 1.145 0.336
H 1.15017 3.31366 -0.45833 0.601 -0.302 -0.780
H 2.38464 3.40619 -1.86052 -0.813 -0.432 0.535
H 2.68094 0.35184 2.10389 -1.022 -0.442 -0.031
```
Forces are in eV/Å.

Summary:
Multiplicity ... 1
Gap between HOMO and LUMO ... 7.4 eV
Total charge ... 0
LUMO ... -0.0106 Eh